{
  "formula": "C3H9NO",
  "method": "wB97M-V/def2-TZVPD",
  "elements": ["C", "N", "C", "O", "C", "H", "H", "H", "H", "H", "H", "H", "H", "H"],
  "xyz": [[-1.398, 0.902, -0.845], [-0.679, -0.355, -0.653], [-0.491, -0.799, 0.690], [0.758, -0.478, 1.307], [1.833, -0.139, 0.494], [-1.388, 1.131, -1.902], [-2.423, 0.748, -0.516], [-0.991, 1.721, -0.250], [0.135, -0.448, -1.239], [-1.254, -0.302, 1.291], [-0.610, -1.888, 0.749], [1.747, 0.856, 0.029], [2.048, -0.892, -0.275], [2.712, -0.055, 1.121]],
  "lowdin_charge": [-0.12, -0.11, -0.26, -0.17, -0.15, 0.08, 0.07, 0.08, 0.09, 0.12, 0.12, 0.09, 0.09, 0.08],
  "multiplicity": 1,
  "homo_lumo_gap_ev": 9.9,
  "smiles": "CNCOC"
}